No. 1
ORCA calculation (ωB97M-V/def2-TZVPD) on 4 unconnected molecules or ions with the total composition C26H57Cl2FN4O16PS.

strongest force on any atom = 0.39 eV Å⁻¹
energy = -4207.0945 a.u.
net charge = +1

Structure (XYZ):
```
108
Properties=species:S:1:pos:R:3:forces:R:3:lowdin_charge:R:1
C -1.327034 -5.759372 -0.342620 -0.004 0.090 0.049 -0.140
C -2.474595 -4.756021 -0.235705 0.224 -0.135 -0.055 -0.262
C -3.905589 -5.317174 -0.149864 0.137 0.033 -0.073 -0.601
Cl -3.980886 -6.977189 0.479741 0.102 -0.059 0.008 0.747
N -4.682267 -5.276748 -1.409709 -0.035 0.139 -0.021 -0.025
C -4.316208 -5.330017 -2.698582 -0.208 0.061 -0.022 -0.692
Cl -2.744454 -5.463452 -3.263197 0.017 0.002 0.073 0.933
N -5.325936 -5.274652 -3.536691 -0.101 -0.041 0.102 0.156
C -6.430367 -5.215268 -2.779142 0.179 -0.039 0.075 -0.279
N -7.632698 -5.107380 -3.352717 0.092 -0.129 -0.016 -0.049
O -8.765308 -5.071850 -2.561653 0.241 0.111 0.139 -0.125
C -9.551073 -6.291980 -2.718970 -0.059 -0.257 0.080 -0.097
C -10.888309 -6.152413 -1.964386 -0.103 0.015 -0.104 -0.391
C -11.056119 -4.860955 -1.191680 -0.198 0.040 -0.107 -0.021
O -11.064720 -7.219125 -1.046746 0.220 0.084 0.119 -0.019
P -7.851449 -4.905299 -5.089720 0.150 0.016 -0.240 0.436
O -9.273372 -4.804444 -5.327920 -0.054 -0.028 0.073 -0.180
O -6.914720 -3.695875 -5.487408 0.026 -0.168 0.349 -0.070
O -7.087540 -6.132093 -5.694361 -0.174 0.142 -0.069 -0.057
N -6.099425 -5.236713 -1.446219 -0.091 -0.030 -0.241 0.034
S -7.272113 -5.174594 -0.138046 0.126 -0.042 -0.059 0.685
O -8.010285 -6.365106 -0.199222 0.006 0.100 0.051 -0.150
O -7.755868 -3.857825 -0.101089 -0.046 -0.066 0.000 -0.156
F -6.266115 -5.328195 1.015221 -0.351 0.058 0.066 -0.131
H -0.417065 -5.214377 -0.590975 -0.007 0.022 -0.026 0.082
H -1.488749 -6.523196 -1.096775 -0.005 -0.045 -0.035 0.040
H -1.161776 -6.256895 0.609655 -0.029 -0.062 0.015 0.072
H -2.331963 -4.197110 0.688462 -0.075 0.053 0.015 0.123
H -2.411045 -4.020626 -1.036931 -0.109 0.069 0.002 0.086
H -4.449001 -4.684443 0.536057 0.067 -0.030 -0.047 0.095
H -9.727649 -6.456112 -3.778360 0.036 0.134 -0.037 0.110
H -8.976555 -7.125725 -2.311909 0.023 0.049 0.084 0.123
H -11.682630 -6.187845 -2.716585 0.008 -0.042 -0.016 0.149
H -12.027884 -4.888406 -0.702694 0.000 -0.042 0.041 0.097
H -10.294725 -4.727292 -0.428649 0.064 -0.002 0.004 0.064
H -11.057221 -4.011426 -1.872818 0.121 0.051 0.041 0.095
H -10.986679 -8.061377 -1.502617 -0.119 -0.084 -0.054 0.099
H -7.138098 -2.868820 -5.041297 -0.087 0.163 -0.204 0.112
H -6.185383 -5.946310 -5.983780 0.102 -0.038 0.026 0.101
C 3.073761 -0.319097 0.820765 0.079 0.016 -0.045 -0.097
O 2.471462 -0.473432 -0.447388 -0.118 0.003 0.146 -0.206
C 2.457336 -1.813507 -0.891368 0.013 0.097 -0.051 -0.205
C 1.387163 -1.999827 -1.942218 0.046 -0.075 -0.088 -0.177
O 0.059346 -2.067325 -1.430799 -0.098 -0.073 0.011 -0.149
C -0.521044 -0.855609 -0.965937 -0.046 -0.003 0.080 -0.183
C -0.925276 0.113973 -2.054079 0.031 0.111 0.000 -0.211
O 0.200615 0.796105 -2.559748 0.058 -0.195 -0.053 -0.212
C -0.030241 1.393817 -3.816826 -0.019 0.094 0.042 -0.096
H 4.125102 -0.626699 0.805412 0.001 -0.009 0.015 0.096
H 3.019178 0.735496 1.082431 0.015 -0.001 0.010 0.075
H 2.545268 -0.900804 1.585136 0.012 -0.029 -0.016 0.092
H 2.277442 -2.496413 -0.050860 -0.035 -0.011 -0.005 0.128
H 3.427689 -2.069136 -1.339032 0.022 -0.050 0.059 0.133
H 1.553896 -2.968665 -2.418205 -0.015 0.009 -0.006 0.125
H 1.472317 -1.225175 -2.706457 0.017 0.056 0.063 0.124
H 0.126753 -0.357965 -0.242308 0.045 0.033 -0.065 0.125
H -1.433557 -1.163841 -0.447795 0.012 0.006 0.011 0.119
H -1.632525 0.837854 -1.623525 -0.063 -0.020 -0.051 0.131
H -1.438682 -0.429283 -2.859833 0.008 -0.025 -0.002 0.125
H -0.323643 0.645665 -4.562571 -0.008 0.000 0.004 0.089
H 0.901108 1.861439 -4.129017 -0.008 0.016 0.011 0.087
H -0.809497 2.162026 -3.760199 -0.011 -0.009 0.000 0.093
C 1.735255 7.999656 -0.382090 0.050 0.060 -0.055 -0.113
O 2.626695 6.923828 -0.558214 -0.101 -0.149 0.088 -0.194
C 3.490692 6.745504 0.547920 0.014 0.063 -0.052 -0.207
C 4.059438 5.346068 0.574618 0.078 0.004 -0.020 -0.179
O 3.151522 4.357140 1.035848 0.011 -0.008 0.122 -0.140
C 2.135310 3.925280 0.146841 -0.052 -0.037 -0.025 -0.177
C 2.621130 2.995280 -0.939389 -0.095 -0.007 -0.175 -0.201
O 3.274728 3.708449 -1.975926 0.131 0.063 0.150 -0.187
C 4.144626 2.890597 -2.720781 -0.062 0.006 -0.071 -0.108
H 2.266142 8.953933 -0.285573 0.005 -0.002 0.012 0.089
H 1.096706 8.041028 -1.262287 0.009 0.008 -0.002 0.087
H 1.110064 7.856859 0.507399 0.010 0.003 0.003 0.088
H 2.951218 6.933297 1.485187 -0.001 -0.019 0.015 0.128
H 4.324765 7.458241 0.482675 -0.018 0.037 0.057 0.131
H 4.873633 5.340577 1.303267 0.020 -0.029 -0.027 0.118
H 4.474047 5.082119 -0.400678 -0.077 0.036 -0.037 0.127
H 1.587870 4.767937 -0.281900 0.086 0.020 -0.053 0.125
H 1.444512 3.354499 0.773290 -0.020 0.026 -0.003 0.126
H 1.763051 2.454391 -1.360160 0.031 -0.106 0.071 0.117
H 3.304533 2.258604 -0.500872 0.025 0.008 -0.014 0.108
H 4.914039 2.441380 -2.081419 -0.008 -0.009 0.001 0.091
H 4.627161 3.519382 -3.466594 -0.012 -0.004 -0.008 0.089
H 3.603498 2.082729 -3.229919 0.003 -0.016 0.016 0.082
C 10.389703 5.991226 5.169591 0.061 -0.060 -0.021 -0.113
O 9.332327 5.066270 5.270568 -0.150 0.116 0.016 -0.196
C 9.010746 4.749177 6.611852 0.060 -0.021 -0.028 -0.211
C 7.607178 4.198004 6.718292 0.031 -0.066 0.017 -0.185
O 6.589355 5.181641 6.636404 -0.019 0.004 0.021 -0.123
C 6.260529 5.675600 5.349633 -0.005 0.057 -0.046 -0.183
C 5.380548 4.752420 4.538311 0.003 -0.011 -0.072 -0.204
O 6.128332 3.677311 4.000280 0.025 -0.016 0.174 -0.190
C 5.313140 2.593563 3.621722 -0.063 -0.003 -0.148 -0.111
H 11.319004 5.591175 5.592060 -0.004 -0.001 0.012 0.088
H 10.544111 6.195496 4.111977 0.008 -0.008 0.002 0.087
H 10.148188 6.929105 5.683131 0.001 -0.008 0.007 0.089
H 9.095809 5.641471 7.244547 -0.019 0.006 0.004 0.128
H 9.712905 3.991995 6.988742 0.027 0.039 0.047 0.128
H 7.503324 3.769401 7.717377 -0.013 -0.028 -0.017 0.128
H 7.455325 3.402789 5.984791 0.022 0.051 -0.052 0.122
H 7.154774 5.943806 4.782416 0.012 -0.076 -0.010 0.124
H 5.686529 6.585852 5.536668 0.029 0.018 -0.011 0.128
H 4.925304 5.329993 3.720701 -0.072 -0.019 0.021 0.116
H 4.572984 4.370513 5.175606 0.003 0.005 0.018 0.130
H 4.733158 2.217473 4.473728 0.003 0.009 0.005 0.089
H 5.967709 1.799933 3.264275 0.018 0.019 -0.005 0.087
H 4.617280 2.873114 2.820405 -0.008 0.013 0.020 0.074
```
Forces are in eV/Å.

---

No. 2
ORCA calculation (ωB97M-V/def2-TZVPD) on a molecular structure, C26H57F6Li2N3O6.

strongest force on any atom = 5.37 eV Å⁻¹
energy relative to the best compared isomer or geometry (same formula, charge and spin) = 7.2859 eV
energy = -2254.5956 a.u.

Structure (XYZ):
```
100
Properties=species:S:1:pos:R:3:forces:R:3:lowdin_charge:R:1
Li -1.728338 -2.610847 1.074184 0.263 0.043 -0.613 0.734
Li 0.713012 -2.830297 -1.624686 -0.613 0.202 0.259 0.714
O -1.629328 -4.430267 -1.125026 0.521 0.674 0.301 -0.641
H -2.158468 -5.077497 -1.630626 0.462 0.669 0.458 -0.162
O 0.695502 -0.787327 0.570164 -0.388 -0.634 -0.298 -0.645
H 1.126062 0.021763 0.908574 -0.389 -0.751 -0.326 -0.171
C 3.413752 4.167933 3.838754 -0.992 0.418 1.256 -0.076
C 2.850782 5.489253 4.428074 2.263 0.084 -0.166 -0.213
N 3.589192 6.685973 3.899104 -1.350 0.711 -1.040 -0.170
C 5.004842 6.867033 4.124754 0.723 0.337 1.346 -0.309
C 5.367042 6.765593 5.579764 1.030 0.424 0.842 -0.109
C 3.355602 6.920213 2.479384 -0.357 -1.766 -1.356 -0.281
C 1.899732 6.872613 2.006454 -0.150 0.256 0.643 -0.095
H 3.075302 3.405623 4.540494 -0.039 -0.415 -0.233 0.067
H 4.501932 4.160223 3.901094 -0.038 0.019 -0.520 0.068
H 2.972032 3.962283 2.863724 0.516 -0.075 -0.088 0.066
H 1.766092 5.516213 4.324044 0.172 0.580 -0.453 0.104
H 3.016642 5.507153 5.505244 0.067 -0.105 0.031 0.093
H 5.773992 6.291313 3.609924 -0.533 -1.152 -0.747 0.109
H 5.328072 7.859503 3.810714 -0.664 0.405 -0.142 0.112
H 5.171212 5.776903 5.994774 -0.415 0.264 0.308 0.069
H 6.431012 6.920353 5.758984 0.457 -0.354 -0.612 0.069
H 5.036102 7.625533 6.162084 -1.083 -0.439 0.212 0.077
H 3.773752 6.089813 1.910434 0.713 -0.454 -0.186 0.098
H 3.925292 7.757283 2.075814 -0.348 0.495 0.537 0.112
H 1.450412 5.879813 2.029974 0.211 -0.229 0.736 0.059
H 1.744082 7.064203 0.944764 0.402 0.883 0.073 0.072
H 1.354092 7.534843 2.678634 -0.586 0.108 -0.446 0.076
C 3.619982 -0.762087 -3.523196 -0.063 -0.293 -0.252 -0.065
C 2.655052 -1.307107 -4.596676 -0.358 3.641 0.502 -0.306
N 2.058422 -2.534137 -4.245736 -0.116 -1.823 -0.311 -0.187
C 3.135932 -3.461897 -3.956416 0.499 -2.637 0.483 -0.283
C 2.725112 -4.766307 -3.235446 -1.396 0.120 -0.427 -0.080
C 1.262052 -2.986967 -5.453926 -0.440 0.622 0.871 -0.205
C -0.037718 -2.173077 -5.570756 -0.373 0.070 0.226 -0.077
H 3.782182 0.315273 -3.489986 -0.319 0.025 -0.524 0.075
H 4.602392 -1.216897 -3.650176 -0.005 -0.015 0.274 0.067
H 3.205472 -1.008237 -2.545606 0.164 -0.133 0.140 0.075
H 1.810732 -0.624007 -4.689406 0.105 0.472 0.248 0.098
H 3.048882 -1.227047 -5.609886 0.725 -0.692 -0.199 0.121
H 3.650682 -3.704677 -4.886036 0.330 -0.048 -0.160 0.124
H 3.879022 -3.239137 -3.190726 0.062 1.788 -0.733 0.105
H 3.294222 -5.638647 -3.556746 0.031 0.120 0.134 0.079
H 2.818082 -4.628627 -2.158186 0.262 -0.182 0.129 0.065
H 1.664632 -4.970217 -3.383486 -0.126 -0.344 -0.245 0.062
H 1.117002 -4.066007 -5.401846 -0.375 0.101 0.232 0.111
H 1.751472 -2.818847 -6.413256 0.941 0.076 0.186 0.107
H -0.314548 -2.030297 -6.615306 -0.276 -0.564 -0.037 0.074
H 0.019342 -1.135857 -5.240596 0.584 -0.049 0.258 0.059
H -0.858778 -2.570487 -4.974076 -0.061 -0.314 -0.270 0.074
C -5.160228 0.973823 0.907184 0.028 -0.502 0.515 -0.075
C -3.989628 -0.043607 1.161164 -0.660 2.186 -1.683 -0.263
N -4.266428 -1.035557 2.165634 0.500 -0.931 -0.143 -0.209
C -5.502208 -1.790807 1.886694 0.267 -1.677 1.714 -0.239
C -5.266648 -3.326157 2.216194 -0.490 0.790 -0.304 -0.066
C -4.353528 -0.508627 3.579544 -0.148 -0.514 -1.809 -0.215
C -2.990878 -0.065777 4.103384 -0.122 0.184 0.067 -0.062
H -5.324338 1.582033 1.796704 -0.458 -0.167 0.054 0.064
H -6.002098 0.337473 0.634384 -0.469 0.402 0.437 0.052
H -5.112378 1.690803 0.087574 0.849 -0.212 -0.161 0.069
H -3.877328 -0.473057 0.165644 0.284 -0.757 0.142 0.110
H -3.080038 0.541813 1.295424 0.179 -0.363 0.558 0.104
H -6.048898 -1.662357 0.952494 0.989 -0.014 -0.523 0.107
H -6.241328 -1.394827 2.583104 -0.385 -0.232 0.279 0.099
H -4.570628 -3.817767 1.536514 -0.105 0.214 -0.394 0.057
H -6.214798 -3.863027 2.186384 -0.064 -0.049 -0.208 0.064
H -4.857438 -3.540977 3.203354 -0.002 0.602 0.216 0.061
H -5.172268 0.198043 3.443924 0.373 1.011 0.925 0.099
H -4.825778 -1.296717 4.166054 0.476 -0.152 0.160 0.107
H -2.398538 -0.893087 4.494284 -0.287 -0.237 0.056 0.072
H -2.354168 0.361373 3.328634 -0.264 0.194 -0.117 0.064
H -3.073758 0.671403 4.902004 -0.090 0.002 -0.003 0.073
C -4.833838 3.482103 -6.574996 -1.583 -0.085 -0.957 -0.081
C -3.482518 2.870483 -6.627866 0.465 0.666 0.785 -0.215
O -2.925078 2.728433 -5.302286 1.760 1.640 1.952 -0.012
C -2.217638 3.774213 -4.661556 -1.378 2.153 -4.728 -0.283
O -1.968218 4.900003 -5.129616 -1.177 -3.724 1.343 0.134
C -1.624388 3.356023 -3.361806 0.285 0.335 0.606 -0.539
F -2.175028 4.146823 -2.340926 1.387 -1.740 -1.449 0.125
F -1.727638 2.069743 -3.158716 -1.340 -0.809 1.207 0.195
F -0.306988 3.502053 -3.516246 0.425 1.366 0.805 0.173
H -5.241648 3.202223 -7.546316 -0.304 0.320 -0.313 0.078
H -4.989898 4.556693 -6.480046 0.656 -0.035 0.214 0.085
H -5.520958 2.971493 -5.900286 0.329 -0.038 0.378 0.085
H -2.788448 3.430393 -7.254666 -0.003 -0.052 -0.020 0.128
H -3.621308 1.855493 -7.000186 0.483 -0.016 0.183 0.126
C 1.436972 -8.664097 1.698654 -0.249 2.002 -0.028 -0.038
C 0.566642 -7.416417 2.110364 -1.846 -1.803 0.078 -0.212
O 1.359592 -6.420147 2.711854 1.129 1.640 1.603 0.010
C 0.872612 -5.436027 3.521044 -4.109 -0.927 -2.023 -0.293
O -0.350098 -5.220627 3.674364 3.939 -0.533 -0.092 0.106
C 1.967102 -4.545567 4.158684 0.498 -1.615 -2.122 -0.533
F 1.577432 -3.266987 4.024494 1.153 -1.018 0.622 0.181
F 2.126332 -4.983687 5.372764 -0.628 0.754 2.304 0.199
F 3.198872 -4.838437 3.621154 -1.052 1.462 -0.566 0.128
H 0.887412 -9.414777 1.130714 -0.281 0.209 0.215 0.074
H 1.878392 -9.107737 2.591084 0.002 0.025 -0.116 0.074
H 2.213482 -8.271167 1.042344 0.265 -0.283 0.065 0.069
H -0.222818 -7.760897 2.778324 0.306 -0.050 0.832 0.116
H -0.114048 -6.993887 1.371294 0.819 0.237 -0.859 0.126
```
Forces are in eV/Å.